[1]
Below is C28H21N7O2OsS as an isolated structure at a distorted geometry, with properties calculated with wB97M-V/def2-TZVPD.

XYZ file:
```
60
Properties=species:S:1:pos:R:3:lowdin_spin:R:1
Os 0.305 0.533 0.521 2.405
C -3.949 0.687 -0.630 -0.012
C -2.595 0.406 -0.622 0.034
N -1.788 0.850 0.374 0.027
C -2.309 1.491 1.493 0.044
C -3.689 1.736 1.566 0.004
C -4.499 1.357 0.486 0.044
C -4.093 2.571 2.645 0.119
C -3.217 3.100 3.577 -0.011
C -1.859 2.762 3.538 0.106
C -1.414 1.867 2.556 0.002
N -0.168 1.303 2.395 0.293
C 0.758 1.203 3.390 -0.003
C 0.643 1.279 4.785 0.117
C 1.766 1.102 5.597 -0.015
C 3.059 1.102 5.064 0.151
C 3.281 0.983 3.658 0.004
C 4.491 0.821 2.979 0.045
C 4.511 0.545 1.624 -0.015
C 3.312 0.418 0.914 0.044
N 2.125 0.647 1.506 0.026
C 2.089 0.920 2.865 0.055
H -4.602 0.435 -1.413 -0.001
H -2.105 -0.087 -1.456 0.001
H -5.536 1.550 0.549 0.002
H -5.130 2.849 2.748 0.005
H -3.604 3.737 4.375 -0.002
H -1.126 3.118 4.215 0.005
H -0.346 1.372 5.226 0.005
H 1.652 0.997 6.664 -0.003
H 3.919 1.017 5.738 0.006
H 5.396 0.791 3.599 0.002
H 5.391 0.352 1.052 -0.001
H 3.390 0.144 -0.121 0.002
N -1.931 -1.184 -7.065 0.005
C -1.130 -0.919 -5.991 0.004
C -0.178 -1.912 -5.645 0.001
C 0.692 -1.677 -4.583 0.002
C 0.666 -0.491 -3.898 0.004
C -0.301 0.481 -4.216 0.003
C -1.291 0.194 -5.144 0.000
S 1.781 -0.185 -2.493 0.012
O 2.014 1.231 -2.600 0.004
O 2.854 -1.162 -2.347 0.010
N 0.809 -0.535 -0.977 0.265
C 0.617 -1.882 -0.695 0.013
N 0.470 -2.158 0.616 0.113
C 0.713 -3.415 0.988 0.003
C 1.120 -4.375 0.009 0.041
C 0.882 -4.012 -1.323 -0.005
N 0.643 -2.757 -1.703 0.037
H -1.839 -2.041 -7.595 0.000
H -2.537 -0.460 -7.451 0.000
H -0.110 -2.843 -6.186 0.000
H 1.470 -2.407 -4.370 0.000
H -0.269 1.429 -3.681 0.000
H -2.161 0.870 -5.296 0.000
H 0.621 -3.620 2.080 0.000
H 1.454 -5.399 0.251 0.002
H 0.880 -4.731 -2.145 -0.001
```

Computed properties:
HOMO energy (alpha / beta) in eV: -12.515 / -12.519
Charge: +2
⟨S²⟩: 6.100
Frontier orbital gap (alpha / beta) in eV: 5.90 / 4.22
Spin multiplicity: 5
Molar mass in u: 709.8

---

[2]
Below is C28H22AlClNO5P as an isolated structure, with properties calculated with wB97M-V/def2-TZVPD.

XYZ file:
```
59
Properties=species:S:1:pos:R:3:lowdin_charge:R:1
Al -0.655 1.679 0.041 -0.119
O -0.692 1.524 -2.790 0.063
C -0.662 0.714 -1.829 -0.121
C -0.389 -0.697 -2.158 -0.174
C -0.383 -1.182 -3.467 -0.003
C -0.065 -2.504 -3.713 -0.057
C 0.276 -3.345 -2.657 -0.056
C 0.286 -2.869 -1.355 -0.071
C -0.065 -1.549 -1.090 -0.270
P -0.051 -0.823 0.590 1.165
C 1.479 -1.447 1.337 -0.331
C 1.559 -2.670 1.998 -0.091
C 2.769 -3.096 2.524 -0.078
C 3.901 -2.302 2.391 -0.080
C 3.822 -1.078 1.743 -0.070
C 2.612 -0.643 1.221 -0.065
C -1.383 -1.679 1.485 -0.370
C -2.263 -2.598 0.920 -0.085
C -3.320 -3.103 1.668 -0.078
C -3.505 -2.694 2.980 -0.078
C -2.633 -1.773 3.550 -0.061
C -1.581 -1.264 2.806 -0.090
H -0.621 -0.506 -4.277 0.122
H -0.065 -2.883 -4.726 0.108
H 0.545 -4.375 -2.855 0.109
H 0.578 -3.523 -0.542 0.109
H 0.673 -3.282 2.115 0.105
H 2.829 -4.045 3.041 0.104
H 4.844 -2.635 2.805 0.104
H 4.701 -0.453 1.655 0.106
H 2.530 0.323 0.734 0.094
H -2.131 -2.919 -0.106 0.100
H -3.999 -3.817 1.221 0.105
H -4.331 -3.087 3.558 0.105
H -2.778 -1.436 4.568 0.113
H -0.918 -0.527 3.249 0.119
N -2.684 1.156 0.399 0.068
C -3.071 1.917 1.603 -0.094
C -1.832 2.098 2.484 -0.593
O -1.944 2.268 3.676 0.077
O -0.718 2.102 1.810 0.029
H -3.243 1.420 -0.404 0.120
H -2.821 0.163 0.561 0.092
H -3.869 1.445 2.172 0.125
H -3.398 2.912 1.298 0.136
Cl 3.323 5.516 -4.404 0.637
C 2.652 4.498 -3.160 -0.674
C 3.478 3.973 -2.175 -0.101
C 2.947 3.164 -1.189 0.007
C 1.580 2.859 -1.155 -0.274
O 1.110 2.055 -0.211 -0.034
C 0.762 3.413 -2.158 -0.101
C -0.700 3.131 -2.150 -0.230
O -1.310 3.055 -1.004 -0.011
C 1.301 4.219 -3.153 -0.054
H 4.535 4.201 -2.185 0.105
H 3.580 2.752 -0.414 0.116
H -1.256 3.612 -2.957 0.153
H 0.659 4.634 -3.920 0.116
```

Computed properties:
Relative energy (zero: lowest compared OMol25 entry of this formula, charge and spin) in kcal per mole: 1.00
HOMO energy in eV: -7.804
Frontier orbital gap in eV: 7.26
Molar mass in u: 545.9

---

[3]
Below is C28H22Br4N3O5Ru as an isolated structure, with properties calculated with wB97M-V/def2-TZVPD.

XYZ file:
```
63
Properties=species:S:1:pos:R:3:lowdin_spin:R:1
Ru 0.568 -1.860 0.871 2.495
C -3.522 2.633 -0.345 0.000
O -2.695 1.797 -1.146 0.000
C -1.925 2.399 -2.087 0.001
C -1.960 3.748 -2.404 0.000
C -1.111 4.248 -3.383 0.001
C -0.235 3.413 -4.054 0.000
C -0.203 2.058 -3.751 0.001
C -1.037 1.554 -2.768 0.001
N -1.042 0.169 -2.396 0.011
C -0.120 -0.349 -1.544 0.019
N 1.076 0.244 -1.466 0.032
C 2.238 -0.222 -0.832 0.051
C 2.289 -1.332 0.018 0.009
C 3.531 -1.782 0.470 0.038
C 4.684 -1.111 0.119 -0.001
C 4.624 0.043 -0.658 0.040
C 3.408 0.496 -1.134 -0.002
O 3.220 1.590 -1.912 -0.006
C 4.361 2.369 -2.250 0.000
N -0.360 -1.422 -0.814 0.051
C -1.522 -2.221 -0.905 0.016
C -2.005 -2.755 -2.096 0.005
C -3.101 -3.604 -2.087 0.001
C -3.721 -3.939 -0.894 0.007
C -3.254 -3.413 0.302 0.000
C -2.167 -2.560 0.295 0.017
O -1.658 -2.018 1.476 0.030
C -2.587 -1.252 2.266 0.002
H -4.016 1.976 0.365 0.000
H -4.275 3.143 -0.948 0.000
H -2.922 3.367 0.196 0.000
H -2.638 4.415 -1.890 0.000
H -1.145 5.303 -3.618 0.000
H 0.411 3.810 -4.825 0.000
H 0.456 1.392 -4.294 0.000
H -1.974 -0.192 -2.244 0.000
H 1.195 1.106 -1.981 0.001
H 3.585 -2.652 1.113 0.003
H 5.644 -1.465 0.471 -0.001
H 5.538 0.575 -0.884 0.002
H 5.062 1.794 -2.858 0.000
H 4.866 2.737 -1.355 0.000
H 3.986 3.210 -2.824 0.000
H -1.498 -2.519 -3.024 0.000
H -3.464 -4.014 -3.019 0.000
H -4.559 -4.622 -0.883 0.000
H -3.716 -3.673 1.245 0.000
H -2.095 -0.324 2.553 0.001
H -2.868 -1.810 3.158 0.000
H -3.475 -1.024 1.679 0.000
Br 0.637 1.543 7.096 0.028
C 0.842 0.301 5.708 0.090
C 1.347 -1.003 5.988 0.107
Br 1.789 -1.481 7.744 0.035
C 1.507 -1.920 4.970 0.010
Br 2.177 -3.651 5.271 -0.002
C 1.170 -1.597 3.638 0.154
O 1.314 -2.426 2.673 0.235
C 0.650 -0.262 3.343 0.149
O 0.366 0.044 2.142 0.336
C 0.503 0.649 4.419 0.028
Br -0.170 2.348 3.984 0.003
```

Computed properties:
HOMO energy (alpha / beta) in eV: -10.586 / -10.912
Charge: +1
⟨S²⟩: 6.039
Frontier orbital gap (alpha / beta) in eV: 8.27 / 6.19
Spin multiplicity: 5
Molar mass in u: 901.2

---

[4]
Below is C28H22BrCrN8O2S as an isolated structure, with properties calculated with wB97M-V/def2-TZVPD.

XYZ file:
```
63
Properties=species:S:1:pos:R:3:lowdin_spin:R:1
Cr -0.343 0.380 -0.247 3.613
C -3.876 -2.186 -0.247 0.003
C -2.801 -1.437 -0.707 0.018
N -1.898 -0.966 0.144 0.012
C -2.064 -1.216 1.452 0.014
C -3.139 -1.972 1.884 -0.001
N -4.042 -2.462 1.040 0.013
C -1.045 -0.602 2.349 0.032
C -1.081 -0.588 3.727 -0.007
C -0.099 0.105 4.436 0.030
C 0.889 0.768 3.710 -0.007
C 0.877 0.704 2.331 0.032
N -0.067 0.017 1.680 0.006
C 1.810 1.410 1.409 0.017
C 2.971 2.054 1.800 -0.002
N 3.764 2.672 0.930 0.016
C 3.390 2.654 -0.344 0.003
C 2.235 2.008 -0.764 0.021
N 1.460 1.380 0.112 0.015
C -0.123 0.160 5.924 0.002
C -1.303 -0.009 6.636 0.005
C -1.271 0.056 8.021 -0.001
N -0.163 0.268 8.727 0.005
C 0.966 0.427 8.038 -0.001
C 1.036 0.385 6.655 0.005
H -4.616 -2.568 -0.939 0.000
H -2.658 -1.197 -1.753 0.001
H -3.279 -2.190 2.935 0.000
H -1.866 -1.114 4.249 -0.001
H 1.631 1.371 4.213 -0.001
H 3.271 2.072 2.841 0.000
H 4.020 3.171 -1.057 0.000
H 1.910 2.000 -1.796 0.001
H -2.256 -0.153 6.144 0.000
H -2.187 -0.064 8.588 0.000
H 1.865 0.595 8.620 0.000
H 2.002 0.496 6.179 0.000
Br 0.029 4.808 -0.190 0.001
C -1.847 4.921 -0.495 0.001
C -2.380 6.182 -0.705 0.000
C -3.748 6.319 -0.887 0.001
C -4.571 5.204 -0.838 0.000
C -4.022 3.952 -0.609 0.001
C -2.651 3.792 -0.450 0.000
C -2.093 2.421 -0.206 0.015
O -2.335 1.848 0.863 0.031
O -1.355 1.921 -1.134 0.041
H -1.730 7.045 -0.721 0.000
H -4.167 7.302 -1.058 0.000
H -5.640 5.309 -0.970 0.000
H -4.659 3.078 -0.553 0.000
S 0.117 -0.306 -2.685 0.037
C 1.104 -1.682 -2.489 0.016
N 2.413 -1.734 -2.733 0.004
C 3.002 -3.046 -2.471 0.000
C 1.749 -3.912 -2.211 0.001
N 0.697 -2.898 -2.100 0.008
H 2.924 -0.916 -3.015 0.000
H 3.660 -3.010 -1.603 0.000
H 3.573 -3.395 -3.328 0.000
H 1.836 -4.490 -1.295 0.000
H 1.543 -4.591 -3.037 0.000
H -0.283 -3.109 -2.043 0.000
```

Computed properties:
Relative energy (zero: lowest compared OMol25 entry of this formula, charge and spin) in kcal per mole: 2.28
HOMO energy (alpha / beta) in eV: -10.185 / -10.838
Charge: +1
⟨S²⟩: 6.022
Frontier orbital gap (alpha / beta) in eV: 6.47 / 6.79
Spin multiplicity: 5
Molar mass in u: 666.5